(1)
DFT (ωB97M-V/def2-TZVPD) results for a molecular structure, C38H38Cl5N5PSeTb at a distorted geometry.

Cartesian coordinates (Å):
Tb 0.66684 -0.82569 0.50883
C -5.79723 -0.25173 -3.03040
C -4.76180 -0.75285 -2.13339
C -4.94521 -1.04160 -0.72502
C -3.82720 -1.14605 0.03940
C -2.51150 -0.84233 -0.43843
N -1.56310 -0.43095 0.46444
C -1.95523 0.28083 1.69092
C -2.73634 1.41873 1.60618
C -3.01389 2.19128 2.72120
C -2.44006 1.87351 3.97492
C -2.28760 2.83050 5.11951
C -2.11400 0.54179 4.14450
C -1.73722 -0.23148 3.03551
N -0.89659 -1.31452 3.35074
C -1.08570 -2.12930 4.44257
C -0.14751 -3.16941 4.36038
C 0.58186 -2.89445 3.24064
N 0.18722 -1.81386 2.55795
C -2.36170 -0.92849 -1.90122
C -3.48816 -0.96387 -2.68768
N -1.15119 -1.05256 -2.53895
C -0.88046 -1.12616 -3.88879
C 0.46581 -1.18597 -4.01912
C 0.99398 -1.25520 -2.73640
N 0.06905 -1.16213 -1.79752
H -6.26116 0.67287 -2.60989
H -6.62149 -0.94649 -3.17493
H -5.41362 0.00180 -4.05358
H -5.96135 -1.00853 -0.28631
H -3.84789 -1.41034 1.10155
H -3.04961 1.61095 0.57969
H -3.50610 3.19782 2.62295
H -1.39766 2.49098 5.65825
H -3.12810 2.87458 5.84145
H -2.20000 3.87932 4.76564
H -1.85213 0.17446 5.17157
H -1.80393 -1.87208 5.20991
H -0.06967 -4.06548 4.95901
H 1.36331 -3.56356 2.89354
H -3.33610 -0.96764 -3.80457
H -1.63332 -1.16111 -4.64371
H 1.09425 -1.31461 -4.90519
H 2.02700 -1.46948 -2.49712
Cl 3.91294 -1.07230 -0.10819
C 3.26770 -2.71470 0.01235
C 1.88781 -2.86813 0.04896
C 1.18831 -4.04746 -0.13170
Cl -0.59713 -4.04214 -0.31732
C 1.98777 -5.22027 -0.14594
Cl 1.15376 -6.69499 -0.44788
C 3.35382 -5.13657 -0.01285
Cl 4.30309 -6.49571 -0.04176
C 4.04209 -3.89145 0.02944
Cl 5.78430 -3.69200 -0.16014
C 0.50967 1.94105 -6.05748
C 0.85024 2.32524 -4.64236
C -0.19905 2.81373 -3.83678
C -0.09739 2.86453 -2.45731
C -1.24138 3.52558 -1.68534
C 1.10786 2.49512 -1.80951
Se 1.06712 2.16742 0.07720
C 2.25964 2.29174 -2.61650
C 3.61295 2.02372 -2.02762
C 2.06876 2.10879 -3.99254
H 0.51134 0.86182 -6.18659
H 1.21538 2.37851 -6.81040
H -0.47236 2.29636 -6.38314
H -1.20320 2.99212 -4.23772
H -1.75720 2.97560 -0.87416
H -1.91995 3.94792 -2.41515
H -0.87604 4.37278 -1.17917
H 3.82762 0.95669 -2.14327
H 3.61106 2.31812 -0.97614
H 4.30868 2.62497 -2.63938
H 2.96002 1.86307 -4.59975
C 3.78810 -0.66978 3.24452
P 2.71337 0.64670 2.55311
C 3.76508 2.09574 2.01457
C 1.97354 1.30024 4.05277
H 3.40139 -1.24952 4.10692
H 4.75176 -0.23505 3.50576
H 4.06734 -1.34994 2.42992
H 4.61943 2.28204 2.74087
H 3.09093 2.93189 1.93038
H 4.23294 1.93770 1.01680
H 2.56641 2.10526 4.53667
H 1.88021 0.46903 4.76084
H 1.05576 1.72500 3.68597

The value obtained for the HOMO energy (spin up / spin down) is -6.667 / -6.686 eV. The orbital gap (spin up / spin down) comes out at 6.605 / 6.647 eV. Its LUMO energy (spin up / spin down) is -0.063 / -0.039 eV. Its multiplicity is 7.

(2)
DFT (ωB97M-V/def2-TZVPD) results for a molecular structure, C38H38MnN6O4PS at a distorted geometry.

Cartesian coordinates (Å):
Mn -0.14781 0.40859 0.04676
O -1.96763 -4.41555 -0.90598
C -2.41998 -3.77856 -2.00283
C -3.34140 -4.43419 -2.81140
C -3.81355 -3.84684 -3.97292
C -3.37673 -2.58192 -4.33831
C -2.49503 -1.89886 -3.52648
C -2.01309 -2.46837 -2.34311
C -1.18206 -1.67417 -1.44303
O -1.14439 -0.38417 -1.51737
N -0.49982 -2.30478 -0.50115
N 0.13723 -1.43300 0.27581
C 1.08967 -1.83346 1.10849
C 1.76221 -0.82151 1.78703
C 2.84322 -1.05207 2.67082
C 3.43662 -0.00227 3.30689
C 2.94280 1.29371 3.07292
C 1.90800 1.45770 2.18002
N 1.32077 0.45990 1.52220
H -1.30275 -3.82141 -0.47659
H -3.68071 -5.41166 -2.50625
H -4.51415 -4.38280 -4.59739
H -3.73391 -2.13052 -5.25282
H -2.15338 -0.90765 -3.78824
H 1.32307 -2.88700 1.20638
H 3.16811 -2.07045 2.82330
H 4.27072 -0.15505 3.97609
H 3.36048 2.14912 3.57923
H 1.51722 2.45585 2.01807
O -1.00299 4.36920 -0.07993
C -0.74367 3.31546 0.49016
O -0.46121 2.22462 -0.11595
C -0.73424 3.30659 2.00774
C -0.49996 4.53876 2.61301
C -0.46376 4.67642 3.98535
C -0.69706 3.56458 4.78225
C -0.95956 2.34390 4.20262
C -0.96772 2.17974 2.81373
S -1.31542 0.56118 2.25591
H -0.34283 5.38947 1.96372
H -0.26224 5.64053 4.42986
H -0.67641 3.66020 5.85940
H -1.16184 1.47533 4.80971
C -3.56789 -1.49258 1.02941
C -3.85244 -0.62930 -0.19271
P -2.77060 0.88420 -0.25697
C -3.80348 2.05462 0.79482
C -5.23426 2.37199 0.38229
C -3.11159 1.61435 -1.93838
C -4.31532 1.07022 -2.69886
H -4.17952 -2.39497 1.00641
H -3.76978 -0.95083 1.95092
H -2.51981 -1.78889 1.04619
H -4.89688 -0.31341 -0.20118
H -3.66522 -1.20707 -1.09834
H -3.23932 2.99182 0.82622
H -3.79416 1.64980 1.81017
H -5.26982 2.83883 -0.59871
H -5.66397 3.06834 1.10336
H -5.85694 1.47939 0.37041
H -2.20174 1.47084 -2.52463
H -3.21058 2.68914 -1.75893
H -4.17482 0.02666 -2.96940
H -4.45225 1.64120 -3.61701
H -5.22738 1.14753 -2.11358
N 3.55356 2.51121 -5.64089
C 4.28160 3.52936 -6.19837
C 4.71398 3.79886 -7.48293
C 5.42817 4.97268 -7.67901
C 5.71100 5.84117 -6.62679
C 5.29202 5.57781 -5.33800
C 4.55881 4.41392 -5.12024
N 4.00758 3.94109 -3.97764
C 3.40133 2.80672 -4.29305
C 2.69726 2.02969 -3.33507
C 2.13150 0.74773 -3.51872
C 1.57077 0.08403 -2.45796
N 1.50095 0.56776 -1.19538
C 2.05160 1.79650 -1.02285
C 2.61209 2.53823 -2.01887
H 3.18132 1.70845 -6.11601
H 4.49732 3.13250 -8.30685
H 5.76287 5.22508 -8.67557
H 6.26752 6.74687 -6.82881
H 5.50447 6.24800 -4.51910
H 2.17701 0.25018 -4.47706
H 1.17712 -0.91642 -2.59743
H 2.09674 2.17910 -0.01429
H 3.03931 3.50679 -1.81579

The value obtained for the energy above the lowest of the compared OMol25 structures with the same formula, charge and spin is 82.2 kcal/mol. The total charge is -1. The value obtained for the HOMO energy (spin up / spin down) is -2.731 / -3.416 eV. The orbital gap (spin up / spin down) comes out at 4.017 / 4.632 eV. Its LUMO energy (spin up / spin down) is 1.286 / 1.216 eV. Its multiplicity is 6.